[1]
Density functional theory data (ωB97M-V/def2-TZVPD) for the molecule C5H6F2O in a non-equilibrium geometry.

XYZ file:
```
14
Properties=species:S:1:pos:R:3:forces:R:3:nbo_charge:R:1
C 0.165203 1.103576 2.246215 0.203 -0.718 -0.971 -0.193
C 0.157769 0.186342 1.471766 -0.570 0.623 -0.219 -0.017
C -0.102981 -0.654707 0.307159 2.137 -2.099 -0.125 0.098
C 0.188136 0.011914 -1.043279 0.929 0.098 -0.625 -0.623
O 0.866015 -1.830295 0.395731 -2.139 1.202 -0.370 -0.696
C -1.569919 -1.146538 0.400200 0.751 -1.395 -1.721 0.562
F -1.700977 -2.039354 1.366641 -0.130 0.237 1.670 -0.311
F -2.107836 -1.888722 -0.674413 1.238 1.140 -0.150 -0.364
H 0.286142 2.049206 2.666922 0.050 0.648 0.917 0.235
H 0.000058 -0.857160 -1.704411 0.210 0.934 -0.340 0.232
H -0.406628 0.898969 -1.326812 -0.269 -0.658 0.380 0.224
H 1.263163 0.386009 -1.177848 -1.402 -0.990 0.625 0.243
H 0.318202 -2.568985 0.074012 0.552 0.021 0.168 0.469
H -2.114945 -0.250940 0.431572 -1.561 0.957 0.762 0.142
```
Positions in Å, forces in eV/Å.

For the HOMO energy, the calculation gives -10.69 eV. Its structure (SMILES) is C#C[C@@](C)(O)C(F)F. The HOMO-LUMO gap is 11.4 eV. Its largest force on an atom is 3.00 eV/Å. The value obtained for the total energy is -12761.8339 eV. The calculation puts the energy relative to the best compared isomer or geometry (same formula, charge and spin) at 2.178 eV.



[2]
Density functional theory data (ωB97M-V/def2-TZVPD) for the molecule C5H6F2O in a non-equilibrium geometry.

XYZ file:
```
14
Properties=species:S:1:pos:R:3:forces:R:3:nbo_charge:R:1
C -1.673183 -1.142204 0.076480 3.106 2.135 -1.842 -0.474
C -0.374801 -1.504079 -0.378106 -0.324 -2.261 0.267 0.098
C 0.832219 0.537034 -0.126625 1.596 -0.658 -0.917 0.087
C -2.193966 0.096290 0.021600 -0.942 -0.270 0.880 0.736
C 2.223389 1.077304 0.037835 1.582 -0.495 -0.074 -0.684
O 0.702525 -0.776046 -0.367556 1.328 1.332 -0.564 -0.401
F -1.708429 1.246752 -0.368067 0.531 0.101 -0.539 -0.296
F -3.370443 0.351469 0.555098 -0.985 -0.122 0.250 -0.315
H -2.254065 -1.966029 0.190249 -2.150 -1.858 0.800 0.243
H -0.082758 -2.567575 -0.617976 -0.794 1.346 0.375 0.184
H 0.160223 0.975663 0.544209 -1.145 0.437 0.646 0.150
H 3.165162 0.690598 -0.612028 -2.675 0.678 1.255 0.229
H 2.423432 0.785658 1.110573 0.570 0.735 -0.818 0.215
H 2.150699 2.195163 -0.065685 0.302 -1.098 0.283 0.229
```
Positions in Å, forces in eV/Å.

For the HOMO energy (alpha / beta), the calculation gives -6.95 / -7.38 eV. The HOMO-LUMO gap (alpha / beta) is 7.7 / 8.0 eV. Its largest force on an atom is 4.20 eV/Å. The value obtained for the total energy is -12759.9586 eV. The calculation puts the energy relative to the best compared isomer or geometry (same formula, charge and spin) at 4.053 eV.



[3]
Density functional theory data (ωB97M-V/def2-TZVPD) for a structure of composition C5H6F5N2PtSTe4 in a non-equilibrium geometry.

XYZ file:
```
24
Properties=species:S:1:pos:R:3:forces:R:3:nbo_charge:R:1
Pt 1.053865 -1.121009 -1.295853 -0.029 0.335 -0.021 0.246
Te 3.474621 -1.907045 -1.305966 0.271 1.229 -0.003 -0.112
Te 3.127926 -4.541578 -1.274519 -0.031 -0.731 -0.217 -0.155
Te 0.439739 -5.004458 -0.975830 -0.249 0.251 0.242 -0.054
Te -0.988614 -2.739309 -1.506769 -0.680 -0.697 -0.181 -0.558
S 1.448857 -1.003867 2.085454 -0.118 0.081 0.110 -0.235
C -0.017088 -0.241898 1.974228 0.061 -0.179 0.133 0.277
N -0.239438 1.091571 2.131625 0.118 0.133 -0.034 -0.617
C -1.583355 1.484277 1.737160 0.029 -0.080 -0.050 -0.225
C -2.244110 0.130612 1.387391 0.030 0.006 -0.030 -0.224
N -1.210845 -0.838817 1.720140 0.049 -0.059 -0.012 -0.626
H 0.552759 1.699473 2.003791 -0.033 -0.039 0.043 0.417
H -1.558652 2.150838 0.876748 -0.033 0.058 -0.049 0.201
H -2.099585 1.991076 2.554458 -0.015 -0.023 0.009 0.183
H -2.505616 0.072449 0.327905 -0.007 -0.011 0.000 0.201
H -3.143931 -0.045721 1.977717 -0.021 0.028 -0.026 0.189
H -1.169538 -1.722103 1.221805 -0.029 0.038 0.037 0.439
F 1.930929 1.436948 -0.417166 -0.104 -0.090 -0.117 -0.358
C 1.565936 0.771670 -1.569843 1.013 -0.107 -0.211 0.445
F 2.603190 0.992093 -2.463879 -0.118 0.184 0.260 -0.361
C 0.416303 1.631560 -2.162797 0.043 -0.197 0.026 0.898
F 0.692381 2.944069 -2.101657 0.024 -0.034 -0.016 -0.323
F -0.731350 1.442155 -1.486369 -0.147 -0.054 0.199 -0.337
F 0.185624 1.327025 -3.437784 -0.025 -0.044 -0.088 -0.311
```
Positions in Å, forces in eV/Å.

For the HOMO energy (alpha / beta), the calculation gives -3.45 / -3.45 eV. The HOMO-LUMO gap (alpha / beta) is 4.7 / 4.7 eV. Its largest force on an atom is 1.26 eV/Å. Its net charge is -1. The value obtained for the total energy is -65108.4648 eV. The calculation puts the energy relative to the best compared isomer or geometry (same formula, charge and spin) at 0.827 eV.



[4]
Density functional theory data (ωB97M-V/def2-TZVPD) for the ion C5H6FNO3 with charge -2 in a non-equilibrium geometry.

XYZ file:
```
16
Properties=species:S:1:pos:R:3:forces:R:3:nbo_charge:R:1
C -2.061461 -0.370037 -0.242120 -1.593 -1.010 -1.314 0.714
C 1.580524 -0.102080 -0.169388 -2.101 -1.999 -0.245 -0.501
C 0.588216 1.046673 -0.572347 1.307 -1.525 -1.858 -0.269
C -1.097329 0.254981 0.796855 -0.304 0.848 0.297 -0.038
C 0.643513 -1.388175 0.222830 0.532 2.403 -0.896 -0.074
N -0.273158 1.288702 0.505389 -2.418 -0.923 0.925 -0.064
O -1.931041 -0.126958 -1.499524 0.445 0.003 1.712 -0.819
O -0.031863 2.205685 1.438162 0.901 0.525 0.281 -0.775
O -3.034831 -1.080717 0.202074 1.583 1.112 0.271 -0.807
F 1.460426 -2.335235 0.911268 0.310 -0.315 0.239 -0.467
H 2.096508 -0.369855 -1.133136 0.427 0.467 1.212 0.168
H 2.104753 0.129087 0.754460 0.826 0.057 -0.354 0.195
H 1.151112 1.916986 -1.030853 -1.005 -0.597 0.830 0.169
H -0.022990 0.468325 -1.328141 0.339 1.326 0.282 0.269
H -1.494842 0.337650 1.870434 0.668 -0.380 -1.766 0.203
H 0.322461 -1.875038 -0.725964 0.083 0.006 0.384 0.097
```
Positions in Å, forces in eV/Å.

For the HOMO energy (alpha / beta), the calculation gives 1.71 / 1.71 eV. The HOMO-LUMO gap (alpha / beta) is 5.2 / 5.2 eV. Its largest force on an atom is 2.91 eV/Å. Its net charge is -2. The value obtained for the total energy is -15626.4980 eV. The calculation puts the energy relative to the best compared isomer or geometry (same formula, charge and spin) at 0.041 eV.



- Among the records above, which one has the lowest energy relative to the best compared isomer or geometry (same formula, charge and spin)?
  C5H6FNO3



- largest force on an atom of number 3 (C5H6F5N2PtSTe4)?
  1.26 eV/Å



- Look up the largest force on an atom of the third one.
  1.26 eV/Å



- Which value of largest force on an atom does entry 2 give?
  4.20 eV/Å